(1)
Formula: C36H24BCl3F2N7OTc
Source: the OMol25 dataset
Level of theory: ωB97M-V/def2-TZVPD

Each line ends with the Mulliken spin population.
Cartesian coordinates (Å):
Tc: -0.41176 0.82657 0.02414  0.846
C: 3.45641 0.66905 1.92276  0.021
C: 2.29298 1.15868 1.37177  -0.020
N: 1.38832 0.35410 0.78578  -0.016
C: 1.70589 -0.98443 0.75938  -0.001
C: 2.89466 -1.43429 1.33526  0.027
N: 3.76171 -0.63115 1.90690  -0.034
C: 0.71313 -1.81846 0.12389  0.068
C: 0.80682 -3.16706 -0.16948  -0.063
C: -0.22483 -3.82467 -0.85291  0.065
C: -1.35106 -3.06016 -1.19880  -0.036
C: -1.40770 -1.71719 -0.88194  0.077
N: -0.38040 -1.10472 -0.24597  -0.046
C: -2.43791 -0.78064 -1.27318  0.026
C: -3.64126 -1.11899 -1.89300  0.001
N: -4.46608 -0.21742 -2.37612  0.021
C: -4.11173 1.05766 -2.25067  0.011
C: -2.97653 1.43523 -1.56010  0.037
N: -2.13055 0.53397 -1.04637  -0.083
C: -0.11275 -5.23546 -1.23680  -0.004
C: -1.09682 -5.87435 -2.00026  0.020
C: -0.91107 -7.19096 -2.38778  -0.008
N: 0.15752 -7.89950 -2.07497  0.020
C: 1.08427 -7.31947 -1.33573  -0.009
C: 1.00084 -6.01037 -0.89091  0.021
H: 4.16928 1.32324 2.39873  0.000
H: 2.05291 2.21305 1.40863  0.002
H: 3.13814 -2.48695 1.33168  0.002
H: 1.70604 -3.68495 0.10317  -0.006
H: -2.16342 -3.49003 -1.75292  -0.007
H: -3.93185 -2.15439 -1.99835  0.000
H: -4.75910 1.78872 -2.71013  0.001
H: -2.73292 2.47471 -1.39314  0.000
H: -2.00010 -5.37316 -2.30626  0.004
H: -1.66210 -7.69970 -2.97618  0.000
H: 1.93869 -7.93067 -1.07916  0.000
H: 1.80337 -5.62201 -0.28562  0.004
Cl: 6.39015 2.72676 -1.38565  0.000
C: 4.87564 1.98469 -1.66316  0.001
C: 3.70556 2.71217 -1.45978  -0.005
C: 2.48485 2.09843 -1.68535  -0.020
Cl: 1.01008 2.90492 -1.33701  0.028
C: 2.41926 0.78368 -2.13696  0.016
O: 1.19989 0.16200 -2.34622  -0.012
C: 3.59983 0.05817 -2.30291  0.005
Cl: 3.50358 -1.58790 -2.77305  0.000
C: 4.82822 0.65483 -2.06629  0.001
H: 3.74329 3.74060 -1.13751  0.000
H: 5.73252 0.08256 -2.20408  0.000
C: 0.84820 1.71001 5.16085  0.008
C: 0.49523 2.96377 4.68536  -0.005
C: -0.18534 3.09801 3.49191  -0.001
C: -0.51541 1.96640 2.73566  0.013
C: -0.21226 0.70210 3.25919  0.035
C: 0.47732 0.57965 4.44843  -0.002
N: -1.02801 2.09552 1.44819  -0.007
C: -2.07751 2.99919 1.25512  0.016
C: -3.21001 2.95369 2.07726  -0.024
C: -4.26945 3.81118 1.85643  0.001
C: -4.22960 4.73178 0.82070  -0.001
C: -3.11489 4.78654 0.00094  0.002
C: -2.04636 3.93610 0.21534  0.005
H: 1.39889 1.61052 6.08345  0.001
H: 0.76139 3.84273 5.25007  0.000
H: -0.43850 4.07651 3.11255  0.001
H: -0.54924 -0.17997 2.72774  -0.013
H: 0.71876 -0.40094 4.82956  0.001
H: -3.25383 2.22246 2.87034  0.000
H: -5.13577 3.76817 2.49777  0.000
H: -5.05706 5.40391 0.65600  0.000
H: -3.07193 5.50183 -0.80587  0.000
H: -1.16644 4.01056 -0.40762  -0.006
F: -0.70279 -0.32567 -3.48082  0.000
B: 0.37961 0.41176 -3.36763  0.022
F: 0.53109 1.39947 -4.21824  0.000

Computed properties:
LUMO level (spin up / spin down), eV: -4.24 / -4.61
E, hartree: -3530.7197
Energy above the lowest of the compared OMol25 structures with the same formula, charge and spin, kJ/mol: 75.84
HOMO energy (spin up / spin down), eV: -9.9 / -10.1
Spin multiplicity: 2
Charge: +1
<S²>: 1.03

(2)
Formula: C36H24Cl3F5N6O3S3Sn
Source: the OMol25 dataset
Level of theory: ωB97M-V/def2-TZVPD

Each line ends with the Mulliken charge.
Cartesian coordinates (Å):
Sn: 0.82115 -0.10804 -0.42182  0.961
C: -1.97312 0.25643 -4.34212  -0.904
N: -2.43727 0.98849 -3.17678  0.378
C: -3.73412 0.98085 -2.70451  -1.072
C: -3.74584 1.66535 -1.55493  -0.473
N: -2.43954 2.08052 -1.29867  0.798
C: -1.61660 1.65136 -2.31845  -0.108
S: 0.01503 1.94674 -2.59781  -0.381
C: -2.11482 2.83980 -0.13817  -0.222
C: -3.02937 3.79600 0.27651  -0.839
C: -2.75611 4.49065 1.44733  -1.120
C: -1.59111 4.21934 2.12787  -0.391
C: -0.73349 3.23137 1.63889  -0.012
N: -1.00457 2.54837 0.52143  0.785
H: -2.83790 -0.00075 -4.95065  0.376
H: -1.46152 -0.65612 -4.03457  0.195
H: -1.27974 0.87836 -4.90420  0.380
H: -4.52295 0.45432 -3.21431  0.718
H: -4.54612 1.84227 -0.86035  0.525
H: -3.91823 4.00513 -0.30333  0.603
H: -3.45466 5.23365 1.81373  0.394
H: -1.31961 4.74261 3.03642  0.459
H: 0.94703 1.98331 2.07290  -0.169
Cl: 3.35594 -3.12306 -0.90205  -0.158
C: 4.33789 -2.96938 0.51131  0.591
C: 5.26394 -3.96659 0.77130  -0.690
C: 6.06573 -3.89425 1.89658  -0.300
C: 5.92983 -2.81804 2.75859  -0.709
C: 5.00036 -1.82746 2.48922  0.255
Cl: 4.87543 -0.51763 3.61826  -0.223
C: 4.16472 -1.85385 1.35047  -0.332
S: 3.02312 -0.56748 1.05503  -0.309
H: 5.34675 -4.79736 0.08202  0.375
H: 6.79085 -4.67163 2.10300  0.321
H: 6.54258 -2.73718 3.64718  0.381
O: -0.45984 -0.26565 1.97117  -0.704
S: -1.91352 0.10930 2.06205  0.993
C: -2.77876 -1.42482 2.54733  -0.846
C: -2.60286 -1.54391 4.05271  -0.667
C: -2.91003 -0.15071 4.59600  -0.704
C: -2.06415 0.80846 3.76207  -0.946
H: -2.32528 -2.22980 1.97205  0.385
H: -3.82801 -1.31719 2.25799  0.373
H: -1.56260 -1.79970 4.26895  0.263
H: -3.24801 -2.31309 4.48085  0.414
H: -2.68350 -0.06456 5.66024  0.356
H: -3.97396 0.06603 4.45930  0.281
H: -1.03301 0.87592 4.11124  0.544
H: -2.48356 1.81211 3.68234  0.351
Cl: 4.44065 -3.63587 -7.60611  -0.260
C: 3.33305 -3.15046 -6.34099  0.465
C: 3.75416 -2.24486 -5.38261  -0.783
C: 2.87284 -1.87510 -4.37550  -0.028
C: 1.58592 -2.39719 -4.33645  0.128
C: 1.18155 -3.29419 -5.31659  -0.225
C: 2.05405 -3.68286 -6.32308  -0.720
C: 0.61335 -1.98977 -3.24225  0.199
O: -0.58496 -2.21333 -3.42240  -0.816
O: 1.17026 -1.44807 -2.22861  -0.394
H: 4.75727 -1.84067 -5.42003  0.402
H: 3.17360 -1.17914 -3.60298  0.449
H: 0.17127 -3.68081 -5.27283  0.452
H: 1.74907 -4.38889 -7.08454  0.396
N: -1.63742 -0.96924 -0.75372  0.295
C: -2.36634 -1.74982 -1.20444  0.031
C: -3.33624 -2.64267 -1.66758  0.253
C: -4.29244 -2.19832 -2.60891  0.242
N: -5.08898 -1.82530 -3.36265  -0.722
C: -3.38606 -3.97211 -1.18246  -0.115
N: -3.46388 -5.05181 -0.77375  -0.656
F: 2.01499 3.79608 0.53288  -0.391
C: 1.58127 4.01760 1.81200  -0.871
C: 0.61382 2.99689 2.34200  2.214
C: 0.56368 3.16925 3.82390  -1.272
F: -0.01477 2.12457 4.51592  -0.567
C: 1.04639 4.24152 4.50110  0.803
F: 0.86247 4.32207 5.84024  -0.360
C: 1.73759 5.27680 3.86279  0.034
F: 2.01562 6.45919 4.51636  -0.407
C: 2.01206 5.10344 2.50329  0.395
F: 2.76959 6.03460 1.87840  -0.347

Computed properties:
LUMO level, eV: 3.68
E, hartree: -5229.3321
Energy above the lowest of the compared OMol25 structures with the same formula, charge and spin, kJ/mol: 233.87
HOMO energy, eV: -1.0
Spin multiplicity: 1
Charge: -2